{"formula": "C18H27N5O2S", "method": "ωB97M-V/def2-TZVPD", "max_force_ev_per_a": 0.93, "orbital_gap_ev": 8.051, "homo_ev": -8.0, "symbols": ["C", "N", "C", "C", "N", "N", "C", "C", "C", "O", "N", "C", "S", "N", "C", "C", "C", "C", "C", "C", "C", "C", "C", "O", "C", "C", "H", "H", "H", "H", "H", "H", "H", "H", "H", "H", "H", "H", "H", "H", "H", "H", "H", "H", "H", "H", "H", "H", "H", "H", "H", "H", "H"], "coordinates": [[-5.10, -1.81, 1.29], [-4.88, -0.69, 0.40], [-4.01, -1.03, -0.71], [-3.95, 0.15, -1.69], [-3.47, 1.35, -1.03], [-2.10, 1.32, -0.85], [-1.37, 1.83, 0.11], [0.02, 1.84, 0.05], [0.74, 2.42, 1.15], [0.25, 2.88, 2.17], [2.12, 2.44, 0.97], [2.81, 1.95, -0.09], [4.45, 2.12, -0.11], [2.09, 1.36, -1.09], [2.78, 0.75, -2.22], [2.72, -0.79, -2.15], [3.18, -1.31, -0.82], [4.46, -1.51, -0.51], [4.81, -1.97, 0.86], [4.05, -1.10, 1.86], [2.53, -1.18, 1.64], [2.15, -1.65, 0.22], [0.71, 1.30, -1.09], [0.12, 0.79, -2.05], [-4.28, 1.65, 0.14], [-4.35, 0.47, 1.10], [-4.17, -2.17, 1.76], [-5.79, -1.51, 2.07], [-5.54, -2.63, 0.72], [-4.43, -1.90, -1.22], [-2.99, -1.29, -0.37], [-3.30, -0.08, -2.53], [-4.95, 0.36, -2.06], [-1.54, 0.97, -1.65], [-1.82, 2.26, 0.99], [2.67, 2.87, 1.70], [2.29, 1.09, -3.13], [3.82, 1.09, -2.19], [1.70, -1.11, -2.34], [3.36, -1.17, -2.95], [5.25, -1.31, -1.22], [4.52, -3.02, 1.00], [5.88, -1.90, 1.04], [4.39, -0.07, 1.72], [4.29, -1.39, 2.89], [2.09, -1.87, 2.36], [2.09, -0.20, 1.83], [1.18, -1.25, -0.05], [2.05, -2.74, 0.24], [-5.28, 1.87, -0.24], [-3.90, 2.55, 0.63], [-3.35, 0.27, 1.53], [-5.02, 0.71, 1.93]]}

---

{"formula": "C18H27NO2", "method": "ωB97M-V/def2-TZVPD", "max_force_ev_per_a": 11.65, "orbital_gap_ev": 7.460, "homo_ev": -7.7, "symbols": ["C", "H", "C", "H", "C", "N", "C", "H", "C", "C", "O", "C", "C", "C", "C", "C", "C", "H", "C", "H", "H", "H", "O", "C", "H", "H", "H", "C", "H", "H", "H", "H", "C", "C", "C", "H", "H", "H", "H", "H", "H", "H", "H", "H", "H", "H", "H", "H"], "coordinates": [[-2.01, -2.90, 0.50], [-2.20, -3.76, 1.03], [-2.80, -2.69, -0.83], [-3.95, -2.75, -0.51], [-2.58, -1.72, -1.79], [-2.83, -0.42, -0.81], [-1.90, 0.58, -0.89], [-2.09, 1.40, -2.02], [-1.77, 1.55, 0.16], [-0.75, 0.76, 1.21], [-1.23, 0.55, 2.29], [0.51, 0.70, 0.67], [1.32, 1.31, -0.16], [2.63, 1.34, -0.40], [3.23, 0.06, -0.13], [2.50, -0.86, 0.96], [1.31, -0.70, 1.27], [0.70, -1.27, 1.95], [3.36, -1.96, 1.26], [4.30, -1.90, 1.39], [2.92, -2.93, 0.62], [2.84, -2.19, 2.50], [4.54, -0.06, -0.32], [4.61, -0.86, -1.40], [5.74, -0.86, -1.98], [4.32, -0.35, -2.43], [4.21, -2.08, -1.49], [3.38, 2.39, -1.33], [4.34, 2.06, -1.08], [3.11, 2.05, -2.28], [3.09, 3.36, -1.07], [0.80, 2.38, -0.51], [-3.08, 1.73, 0.88], [-4.21, 1.44, -0.24], [-4.16, 0.10, -0.84], [-4.52, 0.40, -1.82], [-4.71, -0.52, -0.42], [-5.18, 1.75, 0.48], [-4.05, 2.37, -0.97], [-3.31, 2.79, 1.46], [-3.18, 0.83, 1.76], [-1.42, 2.58, 0.26], [-0.93, 0.23, -1.25], [-1.60, -1.77, -1.90], [-3.32, -1.46, -2.63], [-2.70, -3.73, -1.45], [-2.04, -2.10, 1.06], [-0.89, -3.18, 0.15]]}

---

{"formula": "C18H28AlBrMgN3NbO12", "method": "ωB97M-V/def2-TZVPD", "max_force_ev_per_a": 6.16, "orbital_gap_ev": 1.335, "homo_ev": -12.4, "charge": 2, "symbols": ["C", "C", "O", "O", "C", "C", "C", "C", "C", "Nb", "Br", "O", "C", "N", "H", "H", "H", "H", "H", "H", "H", "H", "H", "H", "H", "H", "H", "H", "H", "H", "Mg", "C", "C", "C", "O", "C", "O", "O", "H", "H", "H", "H", "H", "H", "O", "H", "N", "O", "O", "O", "C", "C", "C", "C", "C", "C", "N", "O", "O", "H", "H", "H", "H", "H", "Al"], "coordinates": [[1.38, -1.92, 1.99], [1.43, -0.94, 0.70], [1.88, -1.39, -0.37], [0.90, 0.39, 0.90], [-0.12, 0.72, -0.12], [-1.48, -0.12, 0.03], [-2.39, 0.39, 1.26], [-2.52, -0.69, 2.46], [-3.70, -1.76, 2.26], [-3.18, -3.57, 1.02], [-2.54, -5.60, -0.61], [-3.57, -2.45, -0.72], [-2.60, -2.82, -1.74], [-1.73, -2.63, -2.57], [1.66, -1.30, 2.92], [0.30, -2.28, 2.08], [2.04, -2.84, 1.85], [0.36, 0.51, -1.14], [-0.35, 1.85, -0.09], [-1.21, -1.23, 0.06], [-2.12, 0.03, -0.93], [-3.43, 0.76, 0.94], [-1.87, 1.32, 1.72], [-2.78, -0.07, 3.41], [-1.50, -1.18, 2.72], [-3.97, -2.16, 3.32], [-4.67, -1.26, 1.88], [-4.95, -4.11, 0.98], [-3.01, -4.65, 2.50], [-1.42, -3.13, 1.05], [-5.71, -5.98, 0.44], [-0.29, 2.99, 7.17], [-0.58, 2.74, 5.70], [-0.66, 4.00, 4.88], [-1.52, 3.61, 3.82], [-2.33, 2.62, 4.31], [-3.30, 2.20, 3.76], [-1.88, 2.18, 5.52], [-0.39, 2.06, 7.73], [0.72, 3.38, 7.31], [-1.01, 3.69, 7.60], [0.15, 2.03, 5.28], [0.31, 4.32, 4.50], [-1.13, 4.83, 5.41], [-2.43, -3.46, 4.44], [-2.29, -3.10, 5.31], [-0.04, 0.52, -4.19], [-0.37, -0.44, -4.88], [-0.83, 1.00, -3.38], [1.09, 1.00, -4.31], [4.97, 0.41, -5.08], [3.71, 0.77, -5.58], [3.55, 1.04, -6.95], [4.65, 0.94, -7.79], [5.91, 0.59, -7.30], [6.06, 0.32, -5.93], [4.49, 1.20, -9.23], [3.38, 1.52, -9.62], [5.47, 1.07, -9.94], [5.09, 0.19, -4.02], [2.86, 0.84, -4.91], [2.58, 1.31, -7.32], [6.77, 0.51, -7.95], [7.03, 0.05, -5.54], [1.14, 1.17, 2.97]]}

---

{"formula": "C18H28Cl2CrN3OP2", "method": "ωB97M-V/def2-TZVPD", "max_force_ev_per_a": 3.50, "multiplicity": 4, "s2": 3.8203, "orbital_gap_ev": [5.686, 6.125], "homo_ev": [-14.0, -14.1], "charge": 2, "symbols": ["C", "C", "H", "H", "H", "O", "Cl", "Cr", "P", "C", "C", "H", "H", "H", "H", "H", "H", "C", "H", "H", "H", "P", "C", "C", "H", "H", "H", "C", "H", "H", "H", "H", "H", "H", "Cl", "N", "C", "C", "C", "C", "C", "C", "C", "N", "C", "C", "N", "C", "H", "H", "H", "H", "H", "H", "H"], "coordinates": [[0.12, -0.34, -3.41], [-1.10, -0.73, -2.62], [-0.10, -0.47, -4.48], [0.96, -1.01, -3.18], [0.40, 0.75, -3.32], [-1.12, -1.56, -1.69], [1.72, 2.93, -0.69], [0.42, 1.33, -1.44], [2.28, -0.18, -0.91], [1.93, -1.96, -0.88], [3.56, 0.06, -2.18], [4.53, -0.24, -1.77], [4.19, -0.30, 0.55], [3.58, 1.12, -2.46], [3.23, 1.19, 0.83], [0.88, -2.14, -1.13], [3.32, -0.55, -3.07], [3.17, 0.11, 0.64], [2.59, -2.47, -1.59], [2.65, -0.38, 1.47], [2.13, -2.33, 0.14], [-2.78, -0.32, -3.33], [-3.48, -1.90, -3.80], [-3.81, 0.44, -2.08], [-2.07, 1.65, -4.50], [-3.60, 0.97, -5.13], [-2.05, 0.20, -5.57], [-2.59, 0.72, -4.77], [-3.35, 1.38, -1.75], [-4.79, 0.65, -2.53], [-4.57, -1.79, -3.89], [-3.24, -2.64, -3.03], [-3.94, -0.25, -1.24], [-3.07, -2.22, -4.77], [-1.20, 2.65, -2.30], [2.56, -0.22, 8.68], [2.03, -0.03, 7.65], [1.38, 0.20, 6.39], [2.02, 0.95, 5.40], [1.41, 1.16, 4.16], [0.15, 0.59, 3.92], [-0.51, -0.14, 4.91], [0.11, -0.33, 6.15], [-0.39, 0.65, 2.62], [-1.51, -0.04, 2.14], [-1.52, 0.10, 0.79], [-0.43, 0.88, 0.42], [0.20, 1.23, 1.54], [3.01, 1.37, 5.59], [1.92, 1.75, 3.40], [-1.50, -0.57, 4.72], [-0.40, -0.90, 6.93], [-2.18, -0.59, 2.78], [-2.19, -0.31, 0.06], [1.04, 1.90, 1.60]]}

---

What is the formula in the first record? C18H27N5O2S

---

Please write out number 2 again, unchanged.
{"formula": "C18H27NO2", "method": "ωB97M-V/def2-TZVPD", "max_force_ev_per_a": 11.65, "orbital_gap_ev": 7.460, "homo_ev": -7.7, "symbols": ["C", "H", "C", "H", "C", "N", "C", "H", "C", "C", "O", "C", "C", "C", "C", "C", "C", "H", "C", "H", "H", "H", "O", "C", "H", "H", "H", "C", "H", "H", "H", "H", "C", "C", "C", "H", "H", "H", "H", "H", "H", "H", "H", "H", "H", "H", "H", "H"], "coordinates": [[-2.01, -2.90, 0.50], [-2.20, -3.76, 1.03], [-2.80, -2.69, -0.83], [-3.95, -2.75, -0.51], [-2.58, -1.72, -1.79], [-2.83, -0.42, -0.81], [-1.90, 0.58, -0.89], [-2.09, 1.40, -2.02], [-1.77, 1.55, 0.16], [-0.75, 0.76, 1.21], [-1.23, 0.55, 2.29], [0.51, 0.70, 0.67], [1.32, 1.31, -0.16], [2.63, 1.34, -0.40], [3.23, 0.06, -0.13], [2.50, -0.86, 0.96], [1.31, -0.70, 1.27], [0.70, -1.27, 1.95], [3.36, -1.96, 1.26], [4.30, -1.90, 1.39], [2.92, -2.93, 0.62], [2.84, -2.19, 2.50], [4.54, -0.06, -0.32], [4.61, -0.86, -1.40], [5.74, -0.86, -1.98], [4.32, -0.35, -2.43], [4.21, -2.08, -1.49], [3.38, 2.39, -1.33], [4.34, 2.06, -1.08], [3.11, 2.05, -2.28], [3.09, 3.36, -1.07], [0.80, 2.38, -0.51], [-3.08, 1.73, 0.88], [-4.21, 1.44, -0.24], [-4.16, 0.10, -0.84], [-4.52, 0.40, -1.82], [-4.71, -0.52, -0.42], [-5.18, 1.75, 0.48], [-4.05, 2.37, -0.97], [-3.31, 2.79, 1.46], [-3.18, 0.83, 1.76], [-1.42, 2.58, 0.26], [-0.93, 0.23, -1.25], [-1.60, -1.77, -1.90], [-3.32, -1.46, -2.63], [-2.70, -3.73, -1.45], [-2.04, -2.10, 1.06], [-0.89, -3.18, 0.15]]}